Molecular formula: C28H34NOs
Method: DFT, ωB97M-V/def2-TZVPD

Net charge: +1
Highest occupied orbital energy (alpha / beta) in eV: -9.541 / -11.127
Strongest force on any atom in eV/A: 7.7
Multiplicity: 5
HOMO-LUMO gap (alpha / beta) in eV: 7.116 / 6.006

The geometry in XYZ format:
```
64
Properties=species:S:1:pos:R:3:forces:R:3
H -2.08260 -3.18176 -0.90791 0.03 -0.10 0.09
N 1.14028 1.10880 1.67101 -0.75 -1.07 2.81
H -1.18430 -0.66115 1.62895 -0.21 0.01 -0.12
H -0.33902 0.62177 -3.95107 0.15 0.25 0.07
H -2.35404 3.23629 -2.10378 0.04 -0.12 0.07
H -2.08754 0.09296 6.25075 0.35 0.01 -0.08
H -4.06834 0.61211 -1.46868 0.31 -0.01 -0.03
H 1.67530 -3.40645 1.65675 -0.08 0.17 -0.10
C 1.14250 -2.45322 1.55173 -0.16 0.13 0.00
H -2.90519 0.80605 -2.79031 0.01 0.12 0.27
C 0.84717 0.78612 2.76511 0.94 1.14 -2.78
C 0.55131 0.45273 4.11763 -0.33 -0.26 0.94
H 3.47142 0.13785 -0.84201 0.03 -0.08 0.15
C 0.81484 3.65755 -1.78067 -0.38 0.12 -0.05
H 1.70188 -1.68519 2.08710 -0.01 -0.10 -0.01
C -0.03588 -2.56187 -0.77140 0.15 -2.18 -0.33
C -1.15741 -3.48588 -0.41131 0.02 0.05 0.02
C -0.00515 -0.19456 6.78135 0.08 0.03 -0.25
C -0.51789 -2.43351 -3.33471 -0.10 0.14 -0.03
H -0.22160 -0.44476 7.82151 0.07 0.08 -0.34
H 0.16455 -2.56058 2.02671 0.13 -0.02 0.04
C 0.74430 3.78224 -3.16989 0.07 -0.20 0.17
H -0.45323 -1.62231 -4.06568 -0.05 -0.17 0.07
H -0.13831 -3.34597 -3.81147 -0.02 0.14 0.13
C -0.77966 0.43662 4.57379 0.09 -0.06 0.08
C 1.60071 0.14827 4.99994 -0.02 -0.07 0.09
C 3.17468 -0.67386 -0.17338 -0.05 0.13 -0.01
H 2.14052 -0.41329 7.00853 -0.29 0.08 -0.20
C 0.28252 2.70601 -3.94003 -0.08 -0.25 -0.20
H -3.62671 3.09791 -0.89950 0.11 -0.03 0.01
C -1.69507 0.99602 0.35272 -0.39 0.18 -0.40
H 1.60269 -0.68103 -4.06775 0.13 0.02 0.05
Os -0.02729 -0.45808 -0.79223 -2.41 7.35 0.11
H -2.67964 -0.48693 -1.61929 -0.14 0.22 -0.04
H 0.19220 2.81146 -5.02340 0.02 0.04 0.31
C -2.22490 1.50078 -0.84024 -1.79 -0.40 1.30
H -2.38572 -1.06844 0.32740 0.10 -0.02 0.10
C 0.35442 2.47905 -1.19539 1.90 0.61 0.91
H -1.58542 0.68775 3.87996 0.21 -0.10 0.27
H -1.57260 -2.59424 -3.09112 0.14 0.01 -0.11
C 2.24621 -0.79155 -3.19515 -0.02 0.17 0.04
C 0.26513 -2.10445 -2.09891 0.62 -1.92 -0.80
H 0.37591 2.28531 -0.11183 0.07 0.87 -0.65
C 1.47853 -1.34427 -2.03394 0.76 -0.54 -1.10
H 3.99326 -1.40208 -0.12704 -0.16 0.07 -0.04
H 2.62862 0.17453 4.63045 -0.32 -0.02 0.19
C -2.99499 0.56198 -1.72227 0.09 -0.31 -0.58
C 1.31982 -0.17747 6.32910 -0.12 0.09 -0.25
H -1.99422 3.61483 -0.42011 -0.07 -0.08 0.05
H 1.05585 4.71155 -3.64434 -0.13 -0.24 0.03
C -1.56951 -0.41522 0.63681 -0.79 0.34 0.58
H 1.17466 4.47036 -1.14793 -0.17 -0.11 -0.27
H -0.92759 -4.50980 -0.72754 -0.01 0.16 0.08
C -2.55296 2.93878 -1.06788 0.23 0.25 0.03
H 2.65465 0.18978 -2.94402 -0.05 -0.07 -0.14
C -1.05304 0.10750 5.90388 0.18 0.07 -0.23
C 0.13279 1.37246 -1.96599 -1.35 -2.06 0.01
C 0.99008 -2.08471 0.10710 1.29 -1.83 0.59
C 1.91611 -1.31569 -0.67146 1.57 -1.28 0.41
C -0.01727 1.46998 -3.34577 0.48 0.91 -0.19
H -1.37545 1.68333 1.14701 0.24 -0.12 -0.66
H -1.32123 -3.48230 0.66635 -0.09 -0.07 -0.09
H 3.08304 -1.44511 -3.46741 -0.18 -0.02 0.14
H 3.01780 -0.25298 0.82119 0.12 -0.04 -0.12
```
Forces are in eV/Å.

These are the Mulliken partial charges, in e, on atoms 1 to 8:
1 H 0.430
2 N -0.321
3 H 0.082
4 H 0.304
5 H 0.314
6 H 0.391
7 H 0.411
8 H 0.315

---

Molecular formula: C3H3NS3
Method: DFT, ωB97M-V/def2-TZVPD

Energy above the lowest of the compared OMol25 structures with the same formula, charge and spin in kcal/mol: 33.6
SMILES: S=C1C=NSCS1
Highest occupied orbital energy in eV: -8.929
Strongest force on any atom in eV/A: 1.3
Multiplicity: 1
HOMO-LUMO gap in eV: 7.582

The geometry in XYZ format:
```
10
Properties=species:S:1:pos:R:3:forces:R:3
S -0.24485 1.40191 -0.18763 0.11 0.46 -0.37
S -2.68969 -0.28144 -0.00634 0.48 0.12 -0.34
H -0.76838 -2.18874 0.39247 -0.04 0.10 -0.07
C -1.06704 -0.11445 -0.03214 0.75 0.27 0.90
C 1.40978 1.05176 0.53806 -0.27 -0.15 -0.43
N 1.05578 -1.51470 0.04068 0.62 0.23 -0.26
C -0.18794 -1.28816 0.17708 -0.56 -1.10 0.00
H 2.02145 1.96368 0.40738 -0.42 -0.46 0.22
S 2.26134 -0.36297 -0.22918 -1.16 0.36 0.50
H 1.19893 0.81283 1.58784 0.49 0.17 -0.16
```
Forces are in eV/Å.

These are the Mulliken partial charges, in e, on atoms 1 to 8:
1 S -0.026
2 S -0.222
3 H 0.366
4 C 0.350
5 C -0.646
6 N -0.423
7 C -0.170
8 H 0.322

---

Molecular formula: C3H4F4
Method: DFT, ωB97M-V/def2-TZVPD

Energy above the lowest of the compared OMol25 structures with the same formula, charge and spin in kcal/mol: 10.4
SMILES: FC(F)CC(F)F
Highest occupied orbital energy in eV: -11.739
Strongest force on any atom in eV/A: 4.2
Multiplicity: 1
HOMO-LUMO gap in eV: 12.789

The geometry in XYZ format:
```
11
Properties=species:S:1:pos:R:3:forces:R:3
C 1.12380 0.36183 -0.39185 -2.74 -0.18 -0.09
H -0.51250 -1.60335 -0.38375 -0.64 -0.26 0.55
H 1.53365 -0.24676 0.32359 2.39 -1.76 1.30
F 1.60650 1.57583 -0.31409 2.42 2.02 -1.27
F -0.53133 -1.22636 1.61033 -0.59 -0.76 0.67
C -0.25066 0.50549 0.05257 -1.11 -0.41 -0.68
F 1.12506 -0.23609 -1.60745 1.03 0.34 -0.73
H -0.18665 1.21071 0.84997 -0.46 -0.11 1.28
H -0.88745 1.01586 -0.68486 0.42 -0.42 -0.12
F -2.17556 -0.48546 0.17630 -0.52 -2.24 1.01
C -0.84487 -0.87169 0.36924 -0.19 3.77 -1.91
```
Forces are in eV/Å.

These are the Mulliken partial charges, in e, on atoms 1 to 8:
1 C 0.137
2 H 0.295
3 H 0.381
4 F -0.264
5 F -0.241
6 C -0.826
7 F -0.266
8 H 0.402

---

Molecular formula: C6H10N2
Method: DFT, ωB97M-V/def2-TZVPD

Energy above the lowest of the compared OMol25 structures with the same formula, charge and spin in kcal/mol: 176.5
Highest occupied orbital energy in eV: -7.474
Strongest force on any atom in eV/A: 3.6
Multiplicity: 1
HOMO-LUMO gap in eV: 8.397

The geometry in XYZ format:
```
18
Properties=species:S:1:pos:R:3:forces:R:3
C 1.44643 -0.17849 -1.98533 -0.11 -0.30 0.78
C -1.64666 1.46275 -0.90919 0.03 -0.67 0.06
N -0.13621 0.10559 0.27507 2.41 -1.27 -2.03
H 0.78384 1.08719 1.86426 -0.01 0.12 -0.38
H -1.68164 -0.96914 1.19854 0.07 0.01 -0.05
C 1.87432 -0.67470 1.63762 -0.62 0.22 -1.60
C 0.95552 -0.20170 -0.88166 -1.75 -0.06 -1.03
C -0.98569 -1.13382 0.37731 0.09 -0.11 -0.11
H -1.50386 -1.29360 -0.56385 -0.07 0.27 0.02
H -1.96756 2.50254 -0.86628 -0.06 -0.09 -0.08
H -0.34884 -1.99752 0.54310 0.10 0.07 0.17
H -1.18476 1.27764 -1.89730 -0.03 0.03 0.04
N -0.72444 1.29975 0.17342 -0.09 1.23 0.77
H -2.53489 0.81623 -0.81757 -0.11 0.11 -0.23
H 2.59421 -0.39147 2.38416 -0.14 0.12 0.30
H 2.10021 -1.57176 1.06565 -0.17 -0.01 0.20
H 2.02310 -0.34022 -2.85378 0.18 0.17 -0.38
C 0.93692 0.20073 1.25585 0.26 0.16 3.55
```
Forces are in eV/Å.

These are the Mulliken partial charges, in e, on atoms 1 to 8:
1 C -0.414
2 C -0.731
3 N 1.303
4 H 0.353
5 H 0.365
6 C -0.779
7 C -0.373
8 C -0.945

---

Molecular formula: C4H4FNO2
Method: DFT, ωB97M-V/def2-TZVPD

Energy above the lowest of the compared OMol25 structures with the same formula, charge and spin in kcal/mol: 59.3
SMILES: Nc1cc(O)c(F)o1
Highest occupied orbital energy in eV: -7.373
Strongest force on any atom in eV/A: 6.1
Multiplicity: 1
HOMO-LUMO gap in eV: 7.936

The geometry in XYZ format:
```
12
Properties=species:S:1:pos:R:3:forces:R:3
H 1.39322 2.21045 -2.02900 0.72 -1.93 2.07
F -0.27551 -0.56999 2.19054 0.28 0.25 -0.52
N 1.72801 1.45252 -1.32264 3.66 4.27 1.33
C 0.83468 0.63721 -0.73737 -1.71 -0.04 -2.58
H 2.38928 1.89661 -0.40008 -2.53 -1.29 -4.13
C -0.07209 -0.31942 0.89700 -0.69 -0.18 -0.08
H -1.99986 -2.16063 -0.66779 -1.14 4.42 2.13
C -0.82269 -0.68134 -0.21483 -0.16 1.40 2.67
O -2.12758 -1.12492 -0.18534 1.48 -5.59 -2.01
C -0.23416 -0.07678 -1.33210 3.37 1.76 2.69
O 0.98989 0.58732 0.59678 -2.94 -3.03 -0.22
H -0.53210 -0.04141 -2.32734 -0.34 -0.03 -1.36
```
Forces are in eV/Å.

These are the Mulliken partial charges, in e, on atoms 1 to 8:
1 H 0.271
2 F -0.271
3 N -0.588
4 C 0.582
5 H 0.321
6 C -0.040
7 H 0.395
8 C 0.544

---

Molecular formula: C3H9NO
Method: DFT, ωB97M-V/def2-TZVPD

Energy above the lowest of the compared OMol25 structures with the same formula, charge and spin in kcal/mol: 47.4
SMILES: C=CNC.O
Highest occupied orbital energy in eV: -7.995
Strongest force on any atom in eV/A: 2.7
Multiplicity: 1
HOMO-LUMO gap in eV: 9.049

The geometry in XYZ format:
```
14
Properties=species:S:1:pos:R:3:forces:R:3
H 0.43481 0.15177 2.95179 0.73 -0.37 0.75
H 0.05438 -0.36107 -2.15302 -0.54 -0.30 -0.13
C -0.44052 -0.49159 -1.20028 2.14 0.05 0.33
H 1.65550 -0.76984 1.98103 0.31 0.67 -0.68
H -1.06323 2.00864 -2.02856 -0.23 -0.05 0.31
H -0.13705 1.50677 -3.09519 0.10 0.04 -0.08
N -0.33295 -0.23292 1.13899 2.62 -0.40 0.36
H 1.27709 0.27176 -0.11105 -0.02 0.00 -0.18
C 0.28844 -0.16439 -0.11836 -2.58 -0.36 -0.11
H -1.36796 -1.00380 -1.04931 -0.46 -0.08 -0.36
O -0.17311 2.12223 -2.35901 0.23 0.53 -0.44
H 0.38137 -1.65020 2.63597 -0.28 0.87 -0.10
C 0.61548 -0.63449 2.22632 -1.95 -0.47 0.61
H -1.19224 -0.75286 1.18069 -0.06 -0.12 -0.28
```
Forces are in eV/Å.

These are the Mulliken partial charges, in e, on atoms 1 to 8:
1 H 0.258
2 H 0.364
3 C -1.174
4 H 0.352
5 H 0.340
6 H 0.316
7 N -0.309
8 H 0.318